(1)
59
Properties=species:S:1:pos:R:3 method="wB97M-V/def2-TZVPD" total_charge=-2 homo_lumo_gap_ha=0.1485 spin_multiplicity=1 relative_energy_kj_mol=574.7
Pb 4.44285 -17.60325 -16.66784
S 4.86509 -18.93956 -12.96598
O 5.50491 -19.57388 -14.04529
O 4.25721 -19.95573 -12.18328
O 5.81107 -18.23984 -12.12703
O 3.76651 -18.08992 -13.38039
S 1.72506 -20.55040 -16.81035
O 0.71443 -20.94428 -17.81112
O 1.42353 -19.16797 -16.37317
O 1.65562 -21.43049 -15.59492
O 3.04089 -20.47574 -17.34432
C 5.36501 -14.45593 -19.45878
O 5.54915 -14.82333 -18.13105
C 6.00791 -13.79037 -17.22946
C 5.65053 -14.01789 -15.72408
N 4.35254 -14.53078 -15.46576
C 3.26273 -13.65429 -15.83552
C 2.15714 -14.41378 -16.59074
O 2.60237 -15.09929 -17.77798
C 1.62940 -15.52284 -18.64187
H 6.32963 -14.34864 -19.95486
H 4.94972 -13.45185 -19.54523
H 4.70396 -15.18738 -19.92366
H 5.73568 -12.77987 -17.53425
H 7.09533 -13.75867 -17.29739
H 5.84458 -13.20533 -15.02395
H 6.27079 -14.77366 -15.24223
H 4.35050 -14.55628 -14.45609
H 3.53634 -12.77228 -16.41456
H 2.80528 -13.20453 -14.95429
H 1.21618 -13.86919 -16.66901
H 1.88099 -15.29259 -16.00804
H 0.63906 -15.13615 -18.40139
H 1.49553 -16.59565 -18.50313
H 1.90783 -15.35286 -19.68191
C 3.49960 -21.63370 -21.40288
O 4.78606 -21.10250 -21.70017
C 4.93174 -19.81042 -22.28316
C 4.65699 -18.77087 -21.14814
N 5.38138 -18.96491 -19.85945
C 6.81847 -18.91726 -20.02265
C 7.58200 -18.95620 -18.73144
O 7.50928 -17.83795 -17.89138
C 8.64697 -17.71791 -17.07013
H 3.56524 -22.62808 -20.96129
H 2.92790 -21.65817 -22.33060
H 2.86079 -21.06896 -20.72384
H 4.17592 -19.73182 -23.06462
H 5.90160 -19.57356 -22.72061
H 3.59273 -18.54630 -21.07722
H 5.00520 -17.84365 -21.60323
H 5.00807 -19.69443 -19.26907
H 7.15898 -18.04014 -20.57292
H 7.02401 -19.80132 -20.62622
H 8.59548 -19.22985 -19.02478
H 7.09524 -19.78692 -18.22047
H 8.49755 -16.87545 -16.39483
H 9.58135 -17.59631 -17.61808
H 8.85271 -18.64883 -16.54176

(2)
46
Properties=species:S:1:pos:R:3 method="wB97M-V/def2-TZVPD" total_charge=+1 homo_lumo_gap_ha=0.3072 spin_multiplicity=1
C -1.59541 -5.30690 3.26742
O -1.41515 -5.39504 1.86679
C -0.61612 -4.31040 1.40874
C -0.99870 -3.89380 -0.02272
C 0.12443 -3.15593 -0.80697
C 1.17627 -2.41603 0.07370
C 1.50743 -1.04535 -0.62874
C 2.15553 -0.02000 0.34290
C 1.23060 0.37195 1.52553
P 1.67754 1.99455 2.29670
H -1.60542 -6.32795 3.67021
H -0.76703 -4.78188 3.77196
H -2.53646 -4.81490 3.55355
H -0.85868 -3.45378 2.06983
H 0.45793 -4.50831 1.54864
H -1.21111 -4.82546 -0.57245
H -1.95297 -3.35223 -0.02127
H 0.63084 -3.84988 -1.48943
H -0.37376 -2.42439 -1.46134
H 0.82013 -2.16065 1.07812
H 2.10921 -2.98808 0.06363
H 0.61240 -0.58541 -1.06805
H 2.25401 -1.26658 -1.40129
H 2.33888 0.89432 -0.25328
H 3.14349 -0.38236 0.65224
H 0.16849 0.31481 1.25085
H 1.36268 -0.37139 2.33133
H 0.81640 2.18780 3.41004
H 3.00727 1.93564 2.76776
H 1.43411 3.05469 1.38790
C -1.97127 4.13538 -0.35151
O -0.60832 3.73295 -0.45181
C -0.44335 2.58436 -1.27939
C 0.05885 2.96034 -2.66237
O -0.91294 3.70122 -3.37581
C -0.64938 5.09825 -3.38383
H -1.99477 5.13204 0.08623
H -2.45348 4.17199 -1.32912
H -2.51846 3.45091 0.30421
H -1.37568 2.01615 -1.34823
H 0.30611 1.94450 -0.79620
H 0.24424 2.04330 -3.23012
H 1.00093 3.51334 -2.59728
H 0.17385 5.32009 -4.06946
H -0.40834 5.47401 -2.38692
H -1.54483 5.60411 -3.74068

(3)
44
Properties=species:S:1:pos:R:3 method="wB97M-V/def2-TZVPD" homo_lumo_gap_ha=0.3547 spin_multiplicity=1 smiles=CC(C)(C)[Si](C)(C)[Si](C)(C)C(C)(C)C relative_energy_kj_mol=19.7
C 1.29433 1.41241 -2.96102
C 2.72975 -0.28062 -1.67345
C 2.98416 2.19598 -1.17347
C 0.00256 -1.91091 2.31900
C -2.31981 -2.58804 1.65532
C -1.95628 -0.31000 2.64581
C -0.37530 2.56672 -0.51808
C 1.47081 1.05695 1.38708
C -2.76086 -0.00543 -0.56294
C -1.00783 -2.12546 -1.21167
C 2.03919 1.10774 -1.64833
C -1.34700 -1.40715 1.78850
Si 0.59470 0.99035 -0.29271
Si -1.06598 -0.70394 -0.00415
H 1.86417 1.05766 -3.82256
H 1.06358 2.48631 -3.06167
H 0.33659 0.83153 -2.99229
H 3.01293 -0.54106 -0.65592
H 2.08127 -1.07606 -2.07640
H 3.62977 -0.25071 -2.28767
H 3.74695 2.40428 -1.86893
H 3.43677 1.92282 -0.23118
H 2.46162 3.11672 -0.96006
H 0.37498 -2.79812 1.77379
H -0.11586 -2.20993 3.33599
H 0.76242 -1.13359 2.26373
H -1.84649 -3.42511 1.14578
H -2.58604 -2.97642 2.64522
H -3.25438 -2.32343 1.17795
H -3.00459 -0.13880 2.36337
H -1.95229 -0.60867 3.70543
H -1.37924 0.60925 2.60159
H -0.91033 2.43677 -1.46584
H -1.08778 2.73734 0.29425
H 0.31984 3.39547 -0.63016
H 0.84964 0.88994 2.26014
H 1.88542 2.04517 1.48488
H 2.28260 0.31307 1.37067
H -3.58942 -0.48733 0.01127
H -2.70011 1.04386 -0.26365
H -3.05759 -0.02133 -1.60540
H -0.06789 -2.65084 -1.00076
H -1.79540 -2.82094 -1.00187
H -1.04359 -1.82648 -2.25960

(4)
52
Properties=species:S:1:pos:R:3 method="wB97M-V/def2-TZVPD" total_charge=-1 homo_lumo_gap_ha=0.2125 spin_multiplicity=1
C 1.63676 1.02366 -1.84764
C 1.45137 -0.58768 -1.42726
C 2.72423 -1.59724 -1.80041
N 0.36333 -0.88436 -0.69967
P -0.90740 -1.82758 -1.46112
I -0.28655 -1.30744 -3.78218
H 0.62933 1.32899 -2.39166
H 1.66714 1.63999 -0.85266
H 2.52657 1.20756 -2.57981
H 3.41836 -1.55660 -0.82922
H 2.40740 -2.71785 -1.92395
H 3.40527 -1.18189 -2.66836
H -1.74127 -0.61576 -1.43762
H -2.04955 -2.50832 -2.00238
H -0.09213 -3.05110 -1.54907
H -1.37752 -2.21499 -0.13032
C 5.87009 0.94682 0.74881
O 5.01692 0.87750 -0.12659
N 6.13444 -0.02811 1.68679
C 7.16404 0.13197 2.69208
C 5.35956 -1.25156 1.66811
H 6.51670 1.83373 0.85391
H 7.89856 -0.67014 2.57657
H 6.70383 0.06976 3.68236
H 7.66747 1.09724 2.59012
H 5.49029 -1.74126 0.69853
H 4.30158 -1.00509 1.79868
H 5.68191 -1.92493 2.46702
C -3.15504 -2.35475 3.20758
O -2.35210 -3.25092 2.98131
N -2.89196 -1.00445 3.12007
C -3.90019 -0.00522 3.40522
C -1.56652 -0.56925 2.73091
H -4.19221 -2.57377 3.51101
H -4.05127 0.60909 2.51302
H -3.55181 0.62306 4.22997
H -4.84884 -0.47147 3.68497
H -1.33555 -0.97278 1.74056
H -0.83860 -0.95892 3.44882
H -1.51052 0.52246 2.70578
C -4.69878 1.54757 -1.27247
O -4.42968 0.37731 -1.03357
N -4.47793 2.19011 -2.47187
C -4.82601 3.58092 -2.67388
C -3.87927 1.45313 -3.56553
H -5.15751 2.20007 -0.51118
H -5.54696 3.64938 -3.49350
H -3.92086 4.13783 -2.93244
H -5.26702 4.01178 -1.77086
H -4.51633 0.59783 -3.80966
H -2.89845 1.08377 -3.25140
H -3.76732 2.09187 -4.44592

(5)
55
Properties=species:S:1:pos:R:3 method="wB97M-V/def2-TZVPD" s2=0.754 total_charge=+2 homo_lumo_gap_ha="0.3227 / 0.0796" spin_multiplicity=2
C 2.79672 4.34604 -1.08628
O 2.20449 3.02154 -1.29146
C 3.19293 2.02578 -1.40531
C 2.57810 0.71287 -1.93501
N 1.65427 0.86233 -3.16957
H 1.22279 1.74572 -2.93811
H 2.08745 0.91497 -4.08044
C 0.66512 -0.22672 -3.26452
C -0.54008 0.46577 -3.89567
O -0.89253 1.76250 -3.43122
C -1.47698 1.83256 -2.21598
H 3.16884 4.74694 -2.02910
H 3.49194 4.28857 -0.24873
H 1.95894 4.99807 -0.83911
H 3.59125 1.81419 -0.41300
H 3.96303 2.24606 -2.14458
H 2.02158 0.38580 -1.05669
H 3.32159 -0.03908 -2.19940
H 0.59554 -0.63136 -2.25481
H 1.05850 -0.99211 -3.93350
H -1.45917 -0.09095 -4.07856
H -0.32446 0.64083 -4.94969
H -2.21409 1.03334 -2.29348
H -2.06459 2.73309 -2.03751
H -0.74694 1.63184 -1.43185
C -0.57737 -4.49837 3.78767
O -1.39515 -4.05011 2.70237
C -2.43441 -3.16504 2.89110
C -1.89332 -1.73360 3.15482
N -0.94852 -1.44795 1.91199
H -0.72341 -2.34489 1.50588
H -1.42534 -0.95376 1.17137
C 0.34228 -0.66396 1.96144
C 0.02238 0.76065 2.46756
O -0.99753 1.31171 1.68674
C -1.26911 2.64485 1.83114
H 0.40513 -4.84687 3.46934
H -1.08845 -5.42094 4.06291
H -0.54064 -4.00227 4.75753
H -3.19508 -3.51920 3.58681
H -2.99307 -3.16508 1.95515
H -1.20785 -1.64465 3.99762
H -2.51711 -0.85668 3.32803
H 0.69512 -0.42872 0.95732
H 0.95231 -1.40779 2.47396
H 0.91674 1.38178 2.51676
H -0.28666 0.78186 3.51262
H -2.18354 2.79069 1.25613
H -0.40091 3.17743 1.44296
H -1.39570 2.90205 2.88277
B -1.18166 -2.33390 -1.34533
F 0.01381 -2.70560 -0.70108
F -0.97002 -2.41309 -2.69083
F -2.15923 -3.28325 -0.97782
F -1.41793 -1.09385 -0.93336

(6)
59
Properties=species:S:1:pos:R:3 method="wB97M-V/def2-TZVPD" s2=20.017 total_charge=+1 homo_lumo_gap_ha="0.1421 / 0.1515" spin_multiplicity=9 relative_energy_kj_mol=0.0
Cr 3.05206 -0.82581 0.05138
N 0.04680 0.30218 -0.55917
O -0.44313 0.36449 0.58440
O 1.32745 0.31269 -0.71925
O -0.66220 0.17430 -1.58393
C 0.16604 -1.79132 3.11797
C 0.76198 -2.51406 1.94338
O 1.69229 -1.94109 1.35167
N 0.52413 -3.80468 1.75442
C 1.15917 -4.55404 0.66686
H -0.83635 -2.19528 3.32129
H -0.06315 -0.75308 2.89287
H 0.79285 -1.85494 4.00186
H -0.21547 -4.25491 2.26955
H 0.45411 -4.57173 -0.16631
H 1.33387 -5.60606 0.88720
H 2.10257 -4.07968 0.42792
C -3.04312 -3.95321 -1.19047
C -3.61166 -2.65232 -0.69465
O -4.58465 -2.15655 -1.23243
N -3.06347 -2.19655 0.45485
C -3.44857 -0.97505 1.13460
H -2.06145 -4.23009 -0.78772
H -2.90201 -3.87404 -2.27295
H -3.62105 -4.86851 -1.06421
H -2.24065 -2.62071 0.84440
H -4.23369 -0.48931 0.55906
H -2.60501 -0.27963 1.06408
H -3.65970 -1.05736 2.19966
C 2.48281 6.07052 -0.82191
S 3.60265 4.74784 -0.25690
O 3.63016 4.89361 1.24902
C 2.60296 3.26346 -0.65910
H 1.53156 6.01397 -0.29196
H 2.41450 6.21140 -1.89576
H 2.90741 6.98646 -0.39839
H 1.55329 3.53860 -0.53014
H 2.79429 2.36760 -0.07833
H 2.70374 3.01218 -1.71527
C -0.22212 -2.02975 -3.44574
S 0.40955 -1.35338 -4.98687
O -0.20900 -2.15110 -6.11254
C -0.33386 0.30133 -5.03140
H 0.45106 -1.57854 -2.71099
H -0.04412 -3.10146 -3.51702
H -1.25581 -1.73490 -3.29040
H -0.12317 0.80527 -4.08774
H -1.40609 0.15273 -5.16336
H 0.01023 0.88740 -5.88156
C -0.26244 3.76702 3.93459
S 0.88444 3.74782 2.51823
O 2.23878 4.01355 3.08175
C 0.74923 1.97702 2.10806
H 0.06652 4.53401 4.63351
H -0.19207 2.79661 4.42381
H -1.29909 3.96383 3.66927
H 1.33338 1.76857 1.21283
H -0.27532 1.69952 1.86012
H 1.13852 1.37514 2.92788

(7)
51
Properties=species:S:1:pos:R:3 method="wB97M-V/def2-TZVPD" s2=0.755 total_charge=+2 homo_lumo_gap_ha="0.3421 / 0.1165" spin_multiplicity=2 relative_energy_kj_mol=0.0
Rb -0.44199 2.80039 0.20972
Rb -2.97035 -1.16436 1.37248
F -0.62365 -0.04719 0.30655
C 0.08846 -1.99083 -2.69062
C -1.09405 -2.70030 -2.00756
C -0.68127 -3.62986 -0.85201
O -1.87142 -1.71266 -1.32908
H 0.64510 -2.60366 -3.39963
H 0.71709 -1.55477 -1.91423
H -0.13402 -1.14320 -3.33878
H -1.68063 -3.28151 -2.71905
H 0.07398 -4.28801 -1.28160
H -1.45784 -4.15579 -0.29665
H -0.25000 -3.07802 -0.01678
H -1.33763 -1.10666 -0.80999
C 0.13772 -1.03537 4.09534
C -0.59838 0.28469 3.71860
C -0.71698 1.13010 4.97699
O 0.12485 1.03432 2.81424
H 1.20778 -1.03691 4.30290
H -0.02607 -1.64260 3.20508
H -0.33089 -1.59107 4.90756
H -1.50931 0.12703 3.14113
H -1.31066 0.68285 5.77424
H -1.07527 2.09906 4.62934
H 0.24754 1.30326 5.45429
H 0.00254 0.47758 2.04179
C -1.52606 2.89263 -4.93586
C -2.00016 2.48865 -3.53467
C -1.31956 1.17220 -2.96884
O -1.80712 3.53326 -2.59355
H -1.87769 3.86009 -5.29427
H -1.75807 2.07114 -5.61367
H -0.45248 2.99913 -5.09143
H -3.07156 2.28828 -3.52774
H -1.97038 0.37299 -2.61420
H -0.65881 1.33330 -2.11703
H -0.79203 0.83225 -3.86004
H -2.45428 3.57304 -1.88558
C 3.55271 1.23048 1.39588
C 3.12226 -0.03887 0.65630
C 2.49987 -1.04777 1.61572
O 2.19774 0.22378 -0.35035
H 4.22943 1.09154 2.23899
H 2.68081 1.78085 1.74941
H 3.89970 1.97348 0.67779
H 4.08992 -0.48496 0.42663
H 3.05053 -1.29285 2.52392
H 2.32406 -1.96527 1.05415
H 1.49807 -0.76644 1.94030
H 1.40847 -0.29744 -0.18609

(8)
58
Properties=species:S:1:pos:R:3 method="wB97M-V/def2-TZVPD" s2=8.770 total_charge=+1 homo_lumo_gap_ha="0.2948 / 0.2326" spin_multiplicity=6 relative_energy_kj_mol=41.9
Fe 0.25791 0.41157 0.17827
C 2.94679 2.28467 -0.49631
C 2.18925 3.18123 0.46628
S 0.39285 2.89570 0.34492
C -0.15997 3.20699 2.04697
C 0.37085 2.21442 3.06696
S 0.06594 0.49867 2.57885
C 3.07161 -0.47002 3.82738
C 4.02306 0.22668 3.22864
S 2.60378 0.52655 -0.19946
H 2.70821 2.52289 -1.53365
H 4.01621 2.42901 -0.34583
H 2.49060 2.97642 1.49206
H 2.35956 4.23236 0.23306
H 0.11815 4.23202 2.29764
H -1.24647 3.14395 1.98419
H 1.44453 2.32999 3.22472
H -0.13172 2.38924 4.01824
H 2.53201 -0.08224 4.68288
H 2.80298 -1.46774 3.50012
H 4.30430 1.21939 3.56295
H 4.57330 -0.16724 2.38415
C -4.54427 -1.92922 -2.07315
C -4.06014 -0.59028 -2.58312
O -2.62153 -0.60657 -2.73485
P -1.63659 0.11439 -1.70913
S 0.17597 -0.50042 -2.21538
S -2.25209 -0.01378 0.18607
O -1.77252 1.67630 -1.99205
C -1.82637 2.17689 -3.35214
C -1.22691 3.56185 -3.37136
H -5.63365 -1.93806 -2.03890
H -4.16214 -2.11346 -1.06898
H -4.20756 -2.72652 -2.73526
H -4.35211 0.21799 -1.90934
H -4.45591 -0.38005 -3.57515
H -2.87429 2.19298 -3.65391
H -1.28223 1.49969 -4.01323
H -1.79211 4.23236 -2.72509
H -1.25026 3.95067 -4.38922
H -0.19300 3.53448 -3.02811
N 2.53972 -2.84720 -1.04204
C 1.25658 -3.60596 -0.83569
P 0.82726 -3.06867 0.88335
O 1.82298 -3.66639 1.78986
O 0.70182 -1.57683 0.76561
C -0.89941 -3.57077 1.31614
N -1.44545 -2.40548 2.08717
H 3.05293 -3.12497 -1.87690
H 3.13417 -2.97267 -0.21238
H 2.33323 -1.83357 -1.09774
H 1.45682 -4.67264 -0.89893
H 0.53571 -3.28846 -1.58519
H -0.87933 -4.46244 1.93790
H -1.52367 -3.73633 0.43992
H -1.69347 -1.64504 1.42338
H -0.72781 -1.97719 2.68957
H -2.25811 -2.63913 2.65525

(9)
52
Properties=species:S:1:pos:R:3 method="wB97M-V/def2-TZVPD" s2=3.752 total_charge=+1 homo_lumo_gap_ha="0.1814 / 0.3803" spin_multiplicity=4 relative_energy_kj_mol=58.8
Ti 10.95252 -19.75515 13.89814
C 10.73956 -18.00444 10.93227
O 9.95574 -18.42156 12.04917
C 8.90920 -17.53917 12.44719
C 8.04834 -18.36176 13.40880
N 8.92855 -18.78013 14.49606
C 8.43299 -19.71461 15.50348
C 8.22900 -21.12076 14.89645
O 9.46051 -21.75020 14.57092
C 9.24698 -23.11613 14.25767
H 11.52162 -17.32320 11.27998
H 10.08335 -17.49840 10.22585
H 11.24310 -18.87094 10.51573
H 8.28119 -17.33472 11.57795
H 9.23567 -16.62725 12.94800
H 7.63824 -19.23160 12.90380
H 7.26246 -17.71372 13.81476
H 9.22236 -17.95315 15.01566
H 7.49349 -19.40439 15.97771
H 9.20088 -19.86630 16.26284
H 7.64214 -21.10699 13.97067
H 7.60469 -21.62267 15.64798
H 8.47325 -23.28355 13.50061
H 8.92610 -23.64913 15.15472
H 10.17186 -23.51487 13.84935
C 11.79938 -21.48854 16.64271
O 12.38668 -20.66350 15.66310
C 13.39032 -19.77255 16.17328
C 13.51510 -18.46527 15.37263
N 12.23115 -17.93918 14.84454
C 12.32185 -16.57189 14.37119
C 11.54044 -15.56614 15.20793
O 10.26250 -16.05665 15.60067
C 10.11806 -16.44249 16.93393
H 11.56171 -22.43786 16.16090
H 10.87776 -21.09679 17.07403
H 12.47312 -21.77903 17.45407
H 14.32657 -20.31890 16.31738
H 13.04575 -19.54622 17.19530
H 14.19987 -18.67382 14.55164
H 13.96343 -17.75360 16.06893
H 11.59375 -17.99931 15.63515
H 12.11159 -16.41937 13.30828
H 13.36656 -16.23067 14.37846
H 11.35385 -14.63695 14.66596
H 12.11280 -15.23972 16.08417
H 10.29402 -15.68695 17.70241
H 10.70020 -17.32937 17.23271
H 9.09089 -16.79012 17.08347
O 12.53213 -20.91634 12.26103
H 13.16148 -20.86723 11.52972
H 11.88441 -21.57893 11.98609

Number 1: maximum force 7.051 eV Å⁻¹. Number 2: maximum force 2.129 eV Å⁻¹. Number 3: maximum force 2.263 eV Å⁻¹. Number 4: maximum force 6.063 eV Å⁻¹. Number 5: maximum force 4.836 eV Å⁻¹. Number 6: maximum force 3.023 eV Å⁻¹. Number 7: maximum force 4.285 eV Å⁻¹. Number 8: maximum force 2.542 eV Å⁻¹. Number 9: maximum force 1.806 eV Å⁻¹.